A structure of composition C31H68AsF6LiN2O29 in a non-equilibrium geometry, computed with the ωB97M-V functional and the def2-TZVPD basis.

Results
**E_HOMO**: -0.2703 Eh
**LUMO**: -0.2 eV
**Kohn-Sham gap**: 7.156 eV
**E**: -6356.0063 hartree

```
138
C31H68AsF6LiN2O29 | the OMol25 dataset | the ωB97M-V functional and the def2-TZVPD basis
Li 0.993 0.336 -3.000
N 3.942 0.315 -1.721
H 3.287 -0.211 -1.160
H 3.481 0.386 -2.617
H 4.730 -0.306 -1.837
H 4.169 1.230 -1.358
N 1.133 2.799 0.911
H 0.147 2.966 1.052
H 1.635 3.672 0.839
H 1.283 2.153 0.149
H 1.404 2.364 1.782
C 3.180 0.683 -5.466
O 2.630 0.353 -4.197
H 2.489 0.790 -6.302
H 3.697 1.643 -5.459
H 3.792 -0.147 -5.820
C 0.474 -0.514 0.081
O 1.091 0.325 -0.880
H 0.638 -1.587 -0.019
H 0.619 -0.334 1.147
H -0.593 -0.311 -0.003
As 4.187 1.511 2.282
F 2.410 1.079 2.567
F 3.711 2.612 0.893
F 5.958 1.844 1.891
F 4.639 0.362 3.593
F 4.369 0.130 1.135
F 4.133 2.855 3.457
C 0.969 -5.526 0.653
O 0.501 -5.427 -0.662
C 0.385 -6.527 -1.431
O 0.726 -7.671 -1.149
O -0.424 -6.194 -2.362
C -0.823 -6.958 -3.527
H 0.695 -6.389 1.260
H 0.496 -4.751 1.257
H 2.033 -5.287 0.645
H -0.939 -7.975 -3.154
H 0.003 -6.830 -4.227
H -1.754 -6.535 -3.906
C 6.502 4.594 -0.791
O 5.231 5.059 -1.221
C 4.365 4.198 -1.677
O 4.549 3.006 -2.065
O 3.223 4.784 -1.650
C 2.090 4.065 -2.128
H 6.801 4.809 0.235
H 7.257 5.151 -1.345
H 6.666 3.517 -0.780
H 1.754 4.507 -3.066
H 1.344 4.245 -1.354
H 2.283 2.993 -2.088
C -2.416 -1.984 -4.681
O -1.492 -2.968 -4.233
C -0.279 -2.507 -3.700
O 0.039 -1.322 -3.728
O 0.507 -3.589 -3.305
C 1.752 -3.400 -2.791
H -2.966 -2.291 -5.571
H -1.971 -1.033 -4.972
H -3.135 -1.775 -3.888
H 2.195 -4.362 -2.531
H 1.613 -2.758 -1.922
H 2.267 -2.841 -3.572
C -2.548 -3.243 2.309
O -3.219 -3.901 3.355
C -2.452 -4.478 4.304
O -1.265 -4.546 4.318
O -3.191 -4.954 5.178
C -2.759 -5.793 6.164
H -1.656 -2.701 2.626
H -3.203 -2.535 1.800
H -2.445 -3.996 1.528
H -1.783 -5.596 6.606
H -2.654 -6.721 5.602
H -3.437 -5.891 7.012
C -5.314 1.440 -0.863
O -4.871 0.278 -1.486
C -4.028 -0.578 -0.959
O -3.386 -0.291 0.079
O -3.914 -1.660 -1.651
C -3.095 -2.730 -1.305
H -5.148 1.524 0.211
H -6.385 1.501 -1.056
H -4.963 2.382 -1.287
H -2.895 -3.422 -2.124
H -3.707 -3.171 -0.517
H -2.120 -2.327 -1.032
C -1.617 1.048 -2.718
O -0.668 1.684 -3.501
C -0.708 3.072 -3.640
O -0.441 3.651 -4.631
O -1.165 3.715 -2.520
C -0.997 5.099 -2.420
H -1.668 0.025 -2.343
H -2.557 1.207 -3.247
H -1.835 1.658 -1.841
H -0.039 5.431 -2.820
H -1.064 5.335 -1.358
H -1.789 5.581 -2.992
C -1.045 5.148 5.390
O -1.699 3.894 5.203
C -1.393 3.085 4.166
O -0.674 3.448 3.235
O -1.993 1.941 4.370
C -1.719 0.880 3.493
H -1.454 5.760 4.586
H 0.038 5.185 5.270
H -1.350 5.668 6.299
H -2.505 0.163 3.728
H -0.824 0.442 3.934
H -1.588 1.157 2.447
C 1.959 -3.173 3.173
C 3.321 -2.972 2.436
C 4.604 -2.786 3.359
O 5.437 -3.844 3.243
C 4.890 -4.698 2.273
O 5.378 -5.748 1.940
O 3.773 -4.149 1.793
H 1.147 -3.140 2.447
H 1.620 -2.352 3.805
H 1.933 -4.077 3.782
H 3.276 -2.195 1.672
H 4.206 -2.772 4.374
H 5.196 -1.894 3.152
C -5.679 5.134 -0.786
C -4.473 5.166 0.089
C -4.729 4.479 1.380
O -3.524 3.792 1.561
C -2.869 3.551 0.433
O -1.953 2.775 0.254
O -3.419 4.297 -0.573
H -6.192 4.172 -0.776
H -5.438 5.330 -1.831
H -6.443 5.777 -0.350
H -4.004 6.139 0.232
H -5.667 3.934 1.490
H -4.831 5.358 2.016
```

Here are the Mulliken charges for atoms 1 to 2, given in e: 0.891 0.108